No. 1
{"formula": "C5H6Li2O4Pb", "method": "ωB97M-V/def2-TZVPD", "symbols": ["O", "C", "O", "Li", "Li", "O", "Pb", "C", "O", "C", "H", "H", "H", "C", "C", "H", "H", "H"], "xyz": [[-0.7886, 0.5811, -0.9566], [-1.7871, 0.0281, -0.4315], [-1.8130, -1.2087, -0.1719], [-0.1425, -2.1576, -0.5251], [-3.5312, -1.9913, -0.1543], [1.6363, -1.7350, -0.3142], [1.0977, 1.0997, -0.8357], [2.2680, -0.6678, -0.3268], [3.5572, -0.7919, -0.0371], [4.2864, 0.3853, 0.3045], [5.2144, 0.0492, 0.7750], [4.5237, 0.9658, -0.5967], [3.7196, 0.9983, 1.0181], [-3.0246, 0.8299, -0.2414], [-3.7927, 0.6947, 0.8429], [-3.1975, 1.6186, -0.9753], [-4.6828, 1.3075, 0.9793], [-3.5432, -0.0059, 1.6467]], "de_lowest_kj_mol": 19.4, "lumo_ev": -8.51, "total_charge": 2, "e_tot_ha": -702.4704}

=====

No. 2
{"formula": "C44H46N5O11PTi", "method": "ωB97M-V/def2-TZVPD", "symbols": ["Ti", "O", "C", "N", "C", "C", "C", "C", "C", "C", "N", "C", "C", "C", "C", "C", "N", "H", "H", "H", "H", "H", "H", "H", "H", "H", "H", "O", "C", "C", "O", "C", "C", "O", "C", "O", "O", "C", "C", "C", "C", "P", "C", "C", "C", "C", "C", "C", "C", "C", "C", "C", "H", "H", "H", "H", "H", "H", "H", "H", "H", "H", "H", "H", "H", "H", "H", "H", "H", "H", "H", "H", "H", "H", "H", "O", "C", "O", "C", "C", "C", "C", "O", "C", "O", "C", "C", "H", "H", "H", "H", "H", "N", "C", "N", "C", "C", "O", "C", "C", "H", "H", "H", "H", "H", "H", "H", "H"], "xyz": [[-0.9866, 0.3893, -0.3859], [-2.1658, -0.7632, -4.1214], [-1.8233, -0.7490, -2.9361], [-0.8384, -0.0740, -2.3998], [-0.2308, 0.9428, -3.1913], [-0.7108, 2.3036, -2.7273], [-0.2650, 3.4952, -3.2778], [-0.7706, 4.6805, -2.7853], [-1.7362, 4.6485, -1.7792], [-2.1112, 3.4277, -1.2795], [-1.5713, 2.2961, -1.7284], [-2.5677, -1.6056, -1.9236], [-3.7261, -2.2618, -2.2467], [-4.3841, -2.9608, -1.2542], [-3.8122, -3.0318, 0.0089], [-2.6242, -2.3812, 0.2302], [-2.0611, -1.6545, -0.7184], [-0.4745, 0.8390, -4.2454], [0.8501, 0.9292, -3.0662], [0.4974, 3.4764, -4.0566], [-0.4259, 5.6273, -3.1917], [-2.1397, 5.5651, -1.3694], [-2.7747, 3.3063, -0.4402], [-4.0762, -2.1551, -3.2646], [-5.3388, -3.4436, -1.4597], [-4.2890, -3.5857, 0.8031], [-2.1005, -2.4065, 1.1731], [-4.1113, 0.3682, 4.7128], [-3.5318, 0.2351, 3.6462], [-2.1489, -0.3376, 3.4526], [-1.4277, -0.7999, 4.3358], [-1.8914, -0.1974, 2.0495], [-3.0139, 0.3291, 1.3689], [-3.0458, 0.5720, 0.1177], [-4.0865, 0.5964, 2.2796], [-5.2074, 1.0370, 2.0500], [-0.7851, -0.5268, 1.4834], [2.7634, -2.0539, -1.9267], [1.7798, -3.2335, -1.8621], [2.5220, -4.5629, -1.9559], [0.8531, -3.1083, -3.0966], [0.6945, -2.9684, -0.3443], [-0.1299, -4.6196, -0.3638], [0.2334, -5.7695, 0.3403], [-0.4705, -6.9659, 0.2209], [-1.5755, -7.0374, -0.6219], [-1.9590, -5.9144, -1.3297], [-1.2491, -4.7295, -1.1953], [1.7563, -2.9382, 1.2138], [2.2620, -1.4875, 1.3961], [2.9735, -3.8565, 1.3228], [0.7690, -3.1868, 2.3725], [3.2454, -2.0541, -2.9242], [3.5482, -2.1478, -1.1742], [2.2646, -1.0933, -1.7862], [3.0523, -4.6052, -2.9151], [1.8399, -5.4219, -1.9392], [3.2552, -4.7048, -1.1597], [1.4989, -3.0674, -3.9939], [0.2595, -2.1967, -3.0622], [0.1893, -3.9674, -3.2241], [1.0808, -5.7411, 1.0154], [-0.1629, -7.8453, 0.7775], [-2.1324, -7.9658, -0.7375], [-2.8055, -5.9475, -2.0075], [-1.5758, -3.8771, -1.7766], [3.0959, -1.2742, 0.7149], [2.6261, -1.3989, 2.4281], [1.4981, -0.7365, 1.2373], [3.7663, -3.5402, 0.6293], [2.7871, -4.9189, 1.1537], [3.3911, -3.7545, 2.3373], [0.0049, -2.4014, 2.4247], [1.3308, -3.1441, 3.3159], [0.2799, -4.1608, 2.3242], [0.7639, 3.2150, 0.1071], [-0.3012, 3.0080, 0.9535], [-1.0119, 1.9677, 0.8544], [-0.6531, 3.9756, 1.8794], [-1.7208, 3.6397, 2.7897], [-2.1610, 4.5198, 3.7564], [-1.5264, 5.7448, 3.8278], [-1.8001, 6.7914, 4.7023], [-0.8864, 7.8284, 4.3529], [-0.0798, 7.3661, 3.2493], [-0.5091, 6.0754, 2.9617], [-0.0138, 5.2488, 1.9914], [-2.1839, 2.6733, 2.7105], [-2.9653, 4.2481, 4.4331], [-0.2419, 8.0621, 5.2055], [-1.4432, 8.7077, 4.0245], [0.7773, 5.5675, 1.3153], [0.9653, 0.9182, -0.5423], [1.3540, 2.0854, -0.5250], [2.4997, 2.5406, -1.2160], [3.6174, 1.6216, -1.1540], [4.5000, 1.9210, 0.0240], [4.9216, 3.2884, 0.0375], [3.7828, 4.1522, 0.0662], [2.9176, 3.9184, -1.1388], [4.2120, 1.7140, -2.0768], [3.2376, 0.6067, -1.1197], [5.3972, 1.3048, -0.0043], [3.9623, 1.7015, 0.9529], [4.1756, 5.1662, 0.0920], [3.2011, 3.9822, 0.9718], [3.4999, 4.1315, -2.0390], [2.0585, 4.5747, -1.1343]], "multiplicity": 3, "de_lowest_kj_mol": 0.0, "lumo_ev": [4.03, 4.03], "total_charge": -2, "e_tot_ha": -3996.6836}

=====

No. 3
{"formula": "C3H8O3S", "method": "ωB97M-V/def2-TZVPD", "symbols": ["O", "C", "O", "C", "C", "S", "H", "H", "H", "H", "H", "H", "H", "H", "O"], "xyz": [[1.8809, 0.6016, -0.5089], [0.7404, 0.7226, -0.1574], [0.3465, 1.6508, 0.7443], [-0.4119, -0.1233, -0.6391], [-0.4394, -0.1416, -2.1673], [-1.7465, -1.3088, -2.6936], [1.0761, 2.2761, 0.8698], [-0.2692, -1.1263, -0.2333], [-1.3550, 0.2957, -0.2964], [0.5028, -0.4573, -2.6027], [-0.7186, 0.8526, -2.5119], [-1.7371, -1.0121, -4.0010], [1.0040, -0.6042, 4.0262], [0.8198, -0.9196, 5.4821], [0.3072, -0.7063, 4.6892]], "de_lowest_kj_mol": 19.7, "lumo_ev": 0.50, "total_charge": 0, "e_tot_ha": -743.0252}